{
  "formula": "C6H10N2",
  "method": "wB97M-V/def2-TZVPD",
  "species": ["N", "H", "H", "H", "C", "H", "H", "H", "C", "C", "C", "N", "C", "H", "C", "H", "H", "H"],
  "xyz": [[0.238, 1.484, 0.272], [2.240, 0.483, -1.152], [-2.765, -0.006, -0.598], [2.505, -1.182, -0.685], [-0.602, 0.817, -0.671], [1.873, 0.447, 1.605], [-1.146, -2.106, 0.240], [-0.058, 1.942, 1.121], [-1.741, 0.138, 0.021], [1.226, 0.306, 0.784], [0.131, -0.624, -1.073], [0.226, -0.833, 1.178], [1.669, -0.281, -0.661], [0.036, -1.038, -1.923], [-0.727, -1.095, 0.142], [-0.640, 1.622, -1.533], [-1.976, 0.475, 1.106], [-0.488, -0.546, 1.826]],
  "forces_ev_per_angstrom": [[5.198, -1.587, 1.721], [-0.631, 0.683, -0.842], [2.497, 0.098, 1.370], [-2.584, 1.774, 0.596], [0.703, 2.134, -3.115], [0.784, 0.734, 0.542], [0.192, 0.173, -0.247], [-1.109, -0.129, -0.362], [-2.359, -1.760, 0.470], [-4.870, -1.967, -3.553], [1.899, 5.670, 6.710], [0.868, 0.517, 1.389], [0.104, -2.434, 2.431], [-1.171, -2.516, -6.410], [0.471, -0.118, -1.824], [-1.018, -1.899, 1.223], [0.024, 0.007, -1.962], [1.000, 0.621, 1.863]],
  "spin_multiplicity": 1,
  "charge": 0,
  "smiles": "C1[C@@H]2N[C@H]3C[C@@H](N2)[C@@H]13",
  "mol_weight_g_mol": 110.2
}

---

{
  "formula": "H4O2",
  "method": "wB97M-V/def2-TZVPD",
  "species": ["O", "H", "H", "O", "H", "H"],
  "xyz": [[0.791, 5.047, -1.913], [0.543, 5.832, -2.410], [-0.800, -4.793, 1.278], [-0.572, -5.282, 2.073], [-0.961, -6.157, 1.992], [0.999, 5.353, -1.020]],
  "forces_ev_per_angstrom": [[0.061, -0.031, 0.206], [0.013, 0.043, 0.067], [-0.087, -0.145, -0.058], [0.168, 0.128, 0.223], [-0.080, 0.017, -0.165], [-0.075, -0.012, -0.274]],
  "spin_multiplicity": 1,
  "charge": 0,
  "smiles": "O.O",
  "mol_weight_g_mol": 36.0
}

---

{
  "formula": "C5H8N2",
  "method": "wB97M-V/def2-TZVPD",
  "species": ["C", "C", "H", "H", "H", "C", "N", "H", "H", "C", "H", "H", "C", "N", "H"],
  "xyz": [[-1.567, 1.493, -0.431], [0.448, -1.361, 0.963], [1.510, -1.632, 1.016], [0.120, -1.094, 1.975], [-1.920, -0.155, 0.813], [0.155, -0.215, 0.003], [0.787, -0.089, -1.305], [1.550, -0.757, -1.432], [-1.766, -0.524, -0.972], [1.049, 0.945, -0.282], [0.507, 1.904, -0.400], [-0.112, -2.264, 0.677], [-1.392, 0.073, -0.126], [-1.418, 2.621, -0.636], [2.049, 1.055, 0.137]],
  "forces_ev_per_angstrom": [[0.158, 0.923, -0.160], [-0.015, 0.121, -0.084], [-0.180, 0.222, -0.139], [0.101, -0.003, -0.161], [0.116, -0.065, -0.408], [-0.582, 0.058, 0.088], [-0.041, -0.001, -0.134], [-0.100, 0.429, 0.285], [-0.058, 0.076, 0.467], [-0.075, 0.183, 0.307], [1.052, -0.805, -0.297], [0.120, 0.223, -0.046], [0.599, -0.051, 0.061], [-0.891, -0.883, 0.119], [-0.203, -0.430, 0.104]],
  "spin_multiplicity": 1,
  "charge": 0,
  "smiles": "C[C@@]1(CC#N)CN1",
  "mol_weight_g_mol": 96.1
}

---

no.,Kohn-Sham gap (eV),E (eV)
1,8.9,-9360.0250
2,12.7,-4159.7253
3,10.3,-8293.2703